# 1
16
Properties=species:S:1:pos:R:3 method="wB97M-V/def2-TZVPD" e_tot_ev=-7855.320 spin_multiplicity=1 de_lowest_kj_mol=273.9 e_lumo_ev=0.92
C -1.960 1.236 1.264
C -0.905 0.777 0.270
C -0.506 1.342 -0.936
C 0.651 0.170 -1.162
C 0.783 -0.761 0.102
C 1.695 -1.900 0.053
N -0.152 -0.288 0.820
H -2.847 1.569 0.735
H -1.749 2.027 1.941
H -2.228 0.308 1.708
H -0.587 2.234 -1.476
H 0.212 -0.489 -2.024
H 1.700 0.458 -1.411
H 2.657 -1.539 0.428
H 1.783 -2.300 -0.967
H 1.454 -2.846 0.657


# 2
13
Properties=species:S:1:pos:R:3 method="wB97M-V/def2-TZVPD" e_tot_ev=-7798.677 spin_multiplicity=1 de_lowest_kj_mol=93.4 e_lumo_ev=1.02
C -0.299 0.167 1.599
C -0.437 0.400 0.106
C 0.903 0.492 -0.663
N 0.841 -0.556 -1.684
C -0.260 -1.151 -1.491
O -1.090 -0.739 -0.508
H -1.262 0.237 2.112
H 0.121 -0.828 1.781
H 0.377 0.912 2.032
H -1.076 1.267 -0.092
H 1.048 1.471 -1.133
H 1.762 0.309 -0.005
H -0.619 -2.001 -2.063


# 3
30
Properties=species:S:1:pos:R:3 method="wB97M-V/def2-TZVPD" charge=+2 e_tot_ev=-53947.203 spin_multiplicity=6 s2=8.763 de_lowest_kj_mol=21.6 e_lumo_ev="-6.23 / -9.16"
Ru 1.168 0.207 0.724
C 1.618 2.557 -0.223
C 0.454 2.558 0.590
C 0.854 2.307 1.933
C 2.265 2.171 1.945
C 2.730 2.287 0.610
H 1.664 2.811 -1.270
H -0.529 2.873 0.273
H 0.218 2.362 2.805
H 2.887 2.096 2.826
H 3.763 2.287 0.295
Cl 1.026 -2.498 0.806
C 2.128 -2.599 2.189
Cl 2.594 -0.928 2.584
H 3.010 -3.163 1.908
H 1.610 -3.036 3.035
C -3.844 -1.248 -1.278
C -2.494 -1.157 -1.871
N -2.160 -1.504 -3.066
N -0.835 -1.237 -3.175
C -0.305 -0.717 -2.073
S 1.295 -0.206 -1.851
N -1.363 -0.660 -1.217
N -1.285 -0.175 0.086
H -4.518 -1.667 -2.021
H -4.217 -0.262 -0.993
H -3.856 -1.891 -0.396
H -0.361 -1.426 -4.045
H -1.724 -0.844 0.712
H -1.795 0.701 0.157


# 4
20
Properties=species:S:1:pos:R:3 method="wB97M-V/def2-TZVPD" charge=+1 e_tot_ev=-6437.158 spin_multiplicity=2 s2=0.753 de_lowest_kj_mol=162.9 e_lumo_ev="-2.71 / -9.83"
C -2.309 0.249 -2.094
C -1.194 0.938 -1.113
C -0.334 -0.272 -0.781
C 0.457 0.116 0.452
C 1.566 -0.748 0.969
C 1.933 -0.325 2.360
H -1.810 0.162 -3.027
H -2.767 -0.685 -1.897
H -3.105 1.002 -2.130
H -0.623 1.801 -1.646
H -1.639 1.217 -0.124
H -0.943 -1.116 -0.383
H 0.208 -0.778 -1.490
H -0.216 0.619 1.132
H 1.054 1.039 -0.004
H 1.130 -1.851 0.941
H 2.375 -0.876 0.254
H 2.343 0.695 2.569
H 2.632 -1.056 2.813
H 1.244 -0.133 3.200


# 5
64
Properties=species:S:1:pos:R:3 method="wB97M-V/def2-TZVPD" charge=+2 e_tot_ev=-160738.973 spin_multiplicity=3 s2=2.008 de_lowest_kj_mol=32.3 e_lumo_ev="-5.85 / -7.62"
Pd 0.425 -0.566 0.245
C 2.979 2.461 -1.992
C 2.273 3.634 -1.782
C 0.983 3.562 -1.279
C 0.442 2.322 -0.970
N 1.153 1.190 -1.126
C 2.376 1.263 -1.650
C -0.947 2.161 -0.476
C -1.952 3.096 -0.691
C -3.222 2.820 -0.211
C -3.472 1.620 0.438
C -2.426 0.720 0.593
N -1.201 1.019 0.159
C -2.557 -0.626 1.204
C -3.781 -1.234 1.441
C -3.813 -2.509 1.984
C -2.621 -3.145 2.290
C -1.438 -2.478 2.021
N -1.405 -1.258 1.489
H 3.975 2.471 -2.410
H 2.715 4.593 -2.015
H 0.407 4.462 -1.117
H 2.881 0.320 -1.822
H -1.754 4.008 -1.237
H -4.022 3.535 -0.351
H -4.461 1.397 0.809
H -4.704 -0.730 1.194
H -4.760 -3.001 2.165
H -2.608 -4.133 2.729
H -0.479 -2.928 2.255
C -0.693 -3.156 -2.554
Sb 0.889 -2.658 -1.212
C 1.106 -4.529 -0.184
C 2.545 -2.708 -2.570
H -0.333 -3.950 -3.207
H -0.970 -2.290 -3.151
H -1.557 -3.508 -1.993
H 2.048 -4.988 -0.481
H 0.283 -5.176 -0.481
H 1.091 -4.388 0.894
H 3.492 -2.709 -2.035
H 2.454 -3.632 -3.141
H 2.496 -1.862 -3.251
C 6.514 0.677 1.234
Ge 5.341 -0.651 2.078
C 5.292 -0.542 4.034
C 5.586 -2.486 1.418
C 3.509 -0.131 1.351
Se 2.018 -1.073 2.150
C 1.281 0.343 3.255
H 7.560 0.456 1.447
H 6.294 1.673 1.617
H 6.383 0.679 0.151
H 6.223 -0.958 4.421
H 4.466 -1.115 4.454
H 5.219 0.491 4.371
H 6.469 -2.939 1.868
H 5.723 -2.492 0.336
H 4.723 -3.104 1.671
H 3.507 -0.373 0.292
H 3.332 0.936 1.485
H 2.009 0.632 4.010
H 0.386 -0.045 3.734
H 1.026 1.192 2.623


# 6
16
Properties=species:S:1:pos:R:3 method="wB97M-V/def2-TZVPD" e_tot_ev=-7855.298 spin_multiplicity=1 de_lowest_kj_mol=276.1 e_lumo_ev=1.03
C 2.956 -0.263 0.077
C 1.846 -0.366 -0.377
C 0.470 -0.470 -0.877
C -0.547 -0.013 0.164
C -0.513 1.467 0.494
C -0.982 -0.991 1.187
N -1.842 -0.677 0.041
H 3.942 -0.179 0.480
H 0.364 0.128 -1.792
H 0.244 -1.505 -1.152
H 0.521 1.827 0.562
H -1.008 1.681 1.448
H -1.018 2.043 -0.292
H -0.578 -2.001 1.185
H -1.260 -0.613 2.170
H -2.591 -0.048 0.321


# 7
14
Properties=species:S:1:pos:R:3 method="wB97M-V/def2-TZVPD" e_tot_ev=-7358.612 spin_multiplicity=1 de_lowest_kj_mol=351.5 e_lumo_ev=0.26
C 2.270 -0.499 0.210
C 0.009 0.757 -1.080
O -0.672 -0.345 -1.344
C -1.764 -0.553 -0.424
C -1.593 0.537 0.570
C -0.496 1.226 0.233
H 2.863 -1.223 -0.369
H 2.882 0.225 0.765
H 1.489 -0.977 0.817
H 1.713 0.122 -0.507
H -2.652 -0.455 -1.052
H -1.735 -1.562 0.011
H -2.297 0.727 1.374
H -0.016 2.020 0.795


# 8
38
Properties=species:S:1:pos:R:3 method="wB97M-V/def2-TZVPD" charge=-1 e_tot_ev=-37583.604 spin_multiplicity=1 e_lumo_ev=1.84
F -2.628 -3.476 -2.159
S -2.932 -1.870 -2.339
C -2.564 -1.413 -0.697
C -2.470 -0.134 -0.290
C -2.243 0.312 1.070
C -2.275 1.696 1.382
C -2.059 2.142 2.686
C -1.805 1.215 3.717
C -1.783 -0.160 3.428
C -2.001 -0.610 2.122
O -1.947 -1.414 -3.273
O -4.326 -1.784 -2.658
H -2.459 -2.284 -0.049
H -2.616 0.662 -1.026
H -2.479 2.388 0.561
H -2.090 3.210 2.892
H -1.625 1.570 4.734
H -1.594 -0.882 4.228
H -1.988 -1.678 1.890
C 1.121 -2.878 -2.236
C 1.505 -1.414 -2.115
C 2.027 -1.011 -0.839
C 2.442 0.304 -0.511
C 2.117 1.449 -1.302
C 2.550 2.720 -0.940
C 3.337 2.901 0.212
C 3.670 1.787 1.006
C 3.226 0.515 0.665
O 1.378 -0.656 -3.096
H 0.917 -3.332 -1.260
H 0.234 -2.964 -2.870
H 1.940 -3.427 -2.719
H 2.186 -1.796 -0.101
H 1.543 1.281 -2.213
H 2.278 3.574 -1.564
H 3.675 3.902 0.491
H 4.277 1.918 1.902
H 3.460 -0.361 1.273


What did the fourth record say?
20
Properties=species:S:1:pos:R:3 method="wB97M-V/def2-TZVPD" charge=+1 e_tot_ev=-6437.158 spin_multiplicity=2 s2=0.753 de_lowest_kj_mol=162.9 e_lumo_ev="-2.71 / -9.83"
C -2.309 0.249 -2.094
C -1.194 0.938 -1.113
C -0.334 -0.272 -0.781
C 0.457 0.116 0.452
C 1.566 -0.748 0.969
C 1.933 -0.325 2.360
H -1.810 0.162 -3.027
H -2.767 -0.685 -1.897
H -3.105 1.002 -2.130
H -0.623 1.801 -1.646
H -1.639 1.217 -0.124
H -0.943 -1.116 -0.383
H 0.208 -0.778 -1.490
H -0.216 0.619 1.132
H 1.054 1.039 -0.004
H 1.130 -1.851 0.941
H 2.375 -0.876 0.254
H 2.343 0.695 2.569
H 2.632 -1.056 2.813
H 1.244 -0.133 3.200